(1)
Computed, not measured: a structure of composition C3H9N3 at a distorted geometry, with ωB97M-V with the def2-TZVPD basis set.

Values from the calculation:
LUMO (spin up / spin down) = 0.3 / 0.4 eV
frontier orbital gap (spin up / spin down) = 8.2154 / 8.1178 eV
maximum force = 2.9 eV Å⁻¹
E_tot = -7721.0866 eV
energy relative to the best compared isomer or geometry (same formula, charge and spin) = 625.9 kJ/mol
highest occupied orbital energy (spin up / spin down) = -7.94 / -7.75 eV

CARTESIAN COORDINATES (ANGSTROEM)
1 C -1.1189 -1.2187 0.1919
2 N 0.1910 -0.0363 0.8104
3 N 1.4391 -0.2877 0.6096
4 H 1.6011 -1.2550 0.9260
5 H -1.1014 -1.7944 -0.7249
6 H -0.8948 -1.8622 1.0424
7 H -2.0402 -0.6734 0.3495
8 C -0.1546 1.3639 1.0125
9 C 0.6784 0.1782 -1.9465
10 N -0.5031 0.1792 -1.6753
11 H -0.1002 1.5407 2.0910
12 H 0.5414 2.0037 0.4691
13 H -1.1665 1.5368 0.6579
14 H 1.1638 0.5128 -2.8621
15 H 1.4648 -0.1876 -0.9514

Quick look at the natural (NBO) charges, all values in e: number 1, C, carries -0.373; number 2, N, carries -0.141; number 3, N, carries -0.470; number 4, H, carries 0.340; number 5, H, carries 0.214; number 6, H, carries 0.176; number 7, H, carries 0.204; number 8, C, carries -0.429; number 9, C, carries -0.167; number 10, N, carries -0.370; number 11, H, carries 0.205; number 12, H, carries 0.209; number 13, H, carries 0.215; number 14, H, carries 0.215; number 15, H, carries 0.172

(2)
Computed, not measured: a structure of composition C28H74BrFeN5O8 at a distorted geometry, with ωB97M-V with the def2-TZVPD basis set.

Values from the calculation:
LUMO (spin up / spin down) = 0.7 / 0.6 eV
frontier orbital gap (spin up / spin down) = 6.7413 / 6.6922 eV
maximum force = 3.1 eV Å⁻¹
2S+1 = 5
E_tot = -158491.3122 eV
highest occupied orbital energy (spin up / spin down) = -6.09 / -6.04 eV

CARTESIAN COORDINATES (ANGSTROEM)
1 Fe 0.6410 0.0661 -0.0650
2 Br 0.9260 -1.5913 1.9750
3 C -1.8035 1.8052 -3.9798
4 C -0.2618 2.2502 -3.9423
5 C -0.1253 3.3467 -4.9659
6 C -0.5585 4.7397 -4.4648
7 C 0.0949 5.1605 -3.1027
8 C -0.1788 4.0086 -2.0353
9 N 0.1498 2.6321 -2.5819
10 O 0.2260 1.5044 -1.6018
11 C -1.6600 4.1262 -1.5964
12 C 0.7136 4.3999 -0.8232
13 C 0.5446 0.9985 -4.5697
14 H -2.4800 2.6495 -3.8468
15 H -2.0671 1.0692 -3.2202
16 H -2.0297 1.4341 -4.9794
17 H -0.7487 3.1233 -5.8317
18 H 0.8816 3.4726 -5.3638
19 H -1.6378 4.8802 -4.4068
20 H -0.2339 5.3609 -5.2995
21 H -0.2353 6.0939 -2.6467
22 H 1.1532 5.3476 -3.2845
23 H -2.3665 4.3484 -2.3961
24 H -1.8094 4.8915 -0.8347
25 H -2.0510 3.1634 -1.2674
26 H 1.7551 4.3152 -1.1335
27 H 0.6498 3.6240 -0.0603
28 H 0.5566 5.3984 -0.4152
29 H 0.4062 0.9075 -5.6470
30 H 0.2380 0.0977 -4.0380
31 H 1.6176 0.9214 -4.3939
32 C -0.3522 -5.1635 -0.6385
33 O -1.1934 -4.0701 -0.9205
34 H -0.0384 -4.9759 0.3883
35 H -0.9152 -6.0810 -0.8096
36 H 0.6322 -5.2273 -1.1024
37 H -1.9212 -4.0994 -0.2951
38 C 2.7225 1.6096 4.4718
39 O 2.0700 1.3688 3.2435
40 H 2.2347 1.0282 5.2542
41 H 3.7627 1.2849 4.4505
42 H 2.5499 2.6640 4.6876
43 H 1.6762 0.4996 3.1385
44 C -0.8965 0.1151 5.3090
45 O -1.7965 1.2474 5.7037
46 H -0.6553 -0.6648 6.0314
47 H -1.3686 -0.3794 4.4601
48 H 0.0347 0.4732 4.8701
49 H -2.1558 0.9078 6.5267
50 C -2.2616 2.3902 2.4214
51 C -1.4756 1.2621 1.8141
52 C -2.3238 0.6733 0.6641
53 O -1.5008 -0.2792 -0.1196
54 C -2.1830 -1.1377 -0.9821
55 N -0.1876 1.7117 1.3295
56 H -3.2180 1.9926 2.7608
57 H -2.3877 3.2166 1.7219
58 H -1.8389 2.8487 3.3153
59 H -1.4784 0.4705 2.5633
60 H -2.7025 1.4543 0.0049
61 H -3.1660 0.2073 1.1755
62 H -1.6405 -1.4260 -1.8824
63 H -2.9850 -0.4865 -1.3297
64 H -2.6010 -1.9669 -0.4114
65 H -0.2341 2.4148 0.6059
66 H 0.3681 2.0918 2.0824
67 C 3.1857 -2.4049 -1.9450
68 C 1.8668 -1.9478 -2.5489
69 C 1.2838 -2.9417 -3.5955
70 O -0.0920 -2.6280 -3.9098
71 C -0.7523 -3.5609 -4.7799
72 N 0.9175 -1.6636 -1.4693
73 H 3.5588 -1.5642 -1.3601
74 H 3.9089 -2.7218 -2.6964
75 H 2.9924 -3.1239 -1.1489
76 H 1.9658 -0.9689 -3.0181
77 H 1.3867 -3.9226 -3.1315
78 H 1.8203 -2.9759 -4.5437
79 H -0.1670 -3.9978 -5.5890
80 H -1.6381 -3.0866 -5.2022
81 H -1.0716 -4.3945 -4.1545
82 H 0.8639 -2.4775 -0.8736
83 H 0.1975 -1.9540 -2.1153
84 C -3.6635 -1.6711 4.5055
85 C -2.8010 -2.9209 4.7342
86 C -3.6744 -3.9352 5.4600
87 O -2.9725 -5.1712 5.5214
88 C -3.8300 -6.1764 5.9392
89 N -2.6568 -3.4264 3.4269
90 H -3.4689 -0.9765 3.6883
91 H -3.6683 -0.9137 5.2894
92 H -4.7100 -1.9656 4.5840
93 H -1.8510 -2.6251 5.1792
94 H -4.5752 -4.1640 4.8905
95 H -3.9691 -3.4692 6.4003
96 H -4.5094 -6.4169 5.1215
97 H -4.3543 -5.8174 6.8248
98 H -3.3243 -7.0773 6.2865
99 H -2.1239 -2.7466 2.9035
100 H -2.0391 -4.2217 3.5045
101 C 4.3199 2.5216 0.8614
102 C 3.5438 1.8067 -0.2037
103 C 4.1890 1.3372 -1.5134
104 O 5.1514 0.3406 -1.1634
105 C 5.8328 -0.2787 -2.2785
106 N 2.8693 0.6580 0.2801
107 H 3.6899 3.0981 1.5387
108 H 4.9769 3.2715 0.4208
109 H 5.0466 1.8795 1.3591
110 H 2.7325 2.4936 -0.4446
111 H 4.7282 2.1077 -2.0645
112 H 3.4383 0.9817 -2.2192
113 H 5.1212 -0.8385 -2.8855
114 H 6.5559 -0.9396 -1.8006
115 H 6.3030 0.4010 -2.9893
116 H 3.0482 0.7006 1.2732
117 H 3.5377 -0.0310 -0.0337

Atom charges from the Mulliken analysis, given in e for atoms 1 to 99: number 1, Fe, carries 1.030; number 2, Br, carries -0.747; number 3, C, carries -1.447; number 4, C, carries 1.374; number 5, C, carries -1.034; number 6, C, carries -0.863; number 7, C, carries -1.142; number 8, C, carries 1.194; number 9, N, carries -0.297; number 10, O, carries 1.601; number 11, C, carries -1.436; number 12, C, carries -1.163; number 13, C, carries -1.758; number 14, H, carries 0.390; number 15, H, carries -0.162; number 16, H, carries 0.477; number 17, H, carries 0.383; number 18, H, carries 0.459; number 19, H, carries 0.316; number 20, H, carries 0.438; number 21, H, carries 0.451; number 22, H, carries 0.405; number 23, H, carries 0.385; number 24, H, carries 0.467; number 25, H, carries -0.027; number 26, H, carries 0.452; number 27, H, carries 0.068; number 28, H, carries 0.504; number 29, H, carries 0.454; number 30, H, carries 0.106; number 31, H, carries 0.316; number 32, C, carries -0.809; number 33, O, carries -0.312; number 34, H, carries 0.303; number 35, H, carries 0.335; number 36, H, carries 0.258; number 37, H, carries 0.265; number 38, C, carries -0.857; number 39, O, carries -0.223; number 40, H, carries 0.266; number 41, H, carries 0.237; number 42, H, carries 0.339; number 43, H, carries -0.058; number 44, C, carries 0.570; number 45, O, carries -0.547; number 46, H, carries 0.567; number 47, H, carries -0.375; number 48, H, carries -0.367; number 49, H, carries 0.287; number 50, C, carries -1.752; number 51, C, carries 1.059; number 52, C, carries -1.510; number 53, O, carries 0.534; number 54, C, carries -0.917; number 55, N, carries -0.002; number 56, H, carries 0.449; number 57, H, carries 0.302; number 58, H, carries 0.387; number 59, H, carries -0.613; number 60, H, carries 0.307; number 61, H, carries 0.652; number 62, H, carries -0.213; number 63, H, carries 0.556; number 64, H, carries 0.062; number 65, H, carries -0.711; number 66, H, carries 0.356; number 67, C, carries -1.235; number 68, C, carries 1.599; number 69, C, carries -1.141; number 70, O, carries -0.215; number 71, C, carries -0.898; number 72, N, carries 0.796; number 73, H, carries 0.211; number 74, H, carries 0.443; number 75, H, carries 0.274; number 76, H, carries -0.925; number 77, H, carries 0.379; number 78, H, carries 0.551; number 79, H, carries 0.324; number 80, H, carries 0.247; number 81, H, carries 0.266; number 82, H, carries 0.054; number 83, H, carries -0.531; number 84, C, carries -1.299; number 85, C, carries 0.881; number 86, C, carries -0.989; number 87, O, carries -0.306; number 88, C, carries -0.787; number 89, N, carries -0.668; number 90, H, carries 0.103; number 91, H, carries 0.366; number 92, H, carries 0.406; number 93, H, carries 0.265; number 94, H, carries 0.399; number 95, H, carries 0.421; number 96, H, carries 0.312; number 97, H, carries 0.314; number 98, H, carries 0.260; number 99, H, carries 0.093